## A
ORCA calculation (ωB97M-V/def2-TZVPD) on a cluster of 10 separate species, C40H110N10O10 in total.

HOMO-LUMO gap = 8.7052 eV

Structure (ORCA input):
```
! wB97M-V def2-TZVPD RIJCOSX def2/J DEFGRID3
* xyz 0 1
C -1.192 0.388 6.034
O -1.861 0.673 4.778
C -3.243 0.327 4.688
C -3.554 -1.207 4.800
C -2.849 -2.031 3.748
N -4.953 -1.535 4.723
H -1.764 0.794 6.868
H -0.247 0.921 6.146
H -1.056 -0.674 6.242
H -3.835 0.788 5.478
H -3.615 0.688 3.729
H -3.272 -1.539 5.799
H -1.898 -1.535 3.554
H -3.294 -2.057 2.753
H -2.736 -3.060 4.087
H -5.257 -1.538 5.686
H -5.154 -2.503 4.516
C 3.240 2.295 -3.290
O 2.197 2.424 -4.149
C 2.195 3.473 -5.128
C 0.757 3.689 -5.783
C 0.266 2.467 -6.512
N 0.787 4.791 -6.801
H 3.282 3.126 -2.585
H 4.168 2.375 -3.855
H 3.291 1.360 -2.733
H 2.693 4.316 -4.649
H 2.889 3.235 -5.934
H 0.053 3.969 -4.999
H -0.733 2.570 -6.936
H 0.396 1.722 -5.727
H 0.995 2.151 -7.259
H 0.773 5.650 -6.270
H -0.156 4.775 -7.163
C 2.240 -1.175 5.280
O 2.449 -0.111 6.269
C 3.275 0.901 5.820
C 3.301 2.061 6.738
C 4.141 3.206 6.169
N 3.688 1.802 8.112
H 3.158 -1.565 4.841
H 1.612 -0.811 4.467
H 1.638 -1.925 5.794
H 4.268 0.481 5.654
H 2.929 1.215 4.835
H 2.257 2.374 6.719
H 5.184 2.890 6.149
H 4.129 4.148 6.718
H 3.930 3.448 5.127
H 3.270 0.912 8.343
H 4.651 1.499 8.107
C 0.974 2.848 3.208
O 2.329 3.063 2.712
C 2.545 4.384 2.206
C 3.863 4.593 1.452
C 4.010 6.032 1.024
N 3.847 3.718 0.300
H 0.252 2.676 2.410
H 0.672 3.693 3.827
H 0.953 2.069 3.970
H 1.711 4.731 1.595
H 2.591 5.082 3.042
H 4.711 4.342 2.090
H 4.954 6.339 0.574
H 3.981 6.664 1.912
H 3.171 6.264 0.369
H 3.105 3.925 -0.353
H 3.666 2.761 0.568
C -0.476 0.153 1.717
O 0.148 0.884 0.690
C -0.369 0.547 -0.580
C 0.317 1.391 -1.616
C 0.184 2.939 -1.348
N -0.076 1.119 -3.027
H -1.545 0.347 1.802
H 0.082 0.331 2.636
H -0.404 -0.923 1.561
H -0.136 -0.456 -0.937
H -1.448 0.668 -0.679
H 1.368 1.103 -1.661
H -0.816 3.337 -1.182
H 0.587 3.428 -2.235
H 0.797 3.150 -0.472
H 0.416 1.741 -3.653
H 0.118 0.160 -3.281
C -5.224 3.434 1.921
O -4.715 3.287 0.602
C -4.500 1.967 0.114
C -4.377 2.082 -1.441
C -4.117 0.700 -1.943
N -3.246 2.846 -1.825
H -4.648 2.901 2.677
H -6.234 3.039 2.038
H -5.241 4.503 2.133
H -3.699 1.476 0.667
H -5.411 1.396 0.291
H -5.272 2.452 -1.941
H -3.410 0.219 -1.267
H -3.668 0.549 -2.925
H -4.995 0.085 -1.750
H -3.310 3.477 -1.039
H -2.451 2.313 -1.501
C 0.249 -3.215 -0.015
O 0.571 -4.543 -0.168
C -0.490 -5.314 -0.736
C -0.238 -6.855 -0.740
C -1.306 -7.563 -1.637
N -0.487 -7.306 0.630
H 0.523 -2.679 -0.924
H 0.854 -2.812 0.797
H -0.770 -2.881 0.180
H -1.503 -5.016 -0.467
H -0.478 -5.004 -1.780
H 0.786 -7.058 -1.052
H -2.298 -7.364 -1.233
H -1.185 -8.645 -1.673
H -1.310 -7.165 -2.652
H -1.380 -7.024 1.010
H 0.148 -6.735 1.171
C 6.754 0.445 3.540
O 5.433 -0.020 3.145
C 4.754 0.896 2.291
C 3.715 0.130 1.391
C 4.312 -0.711 0.321
N 2.840 1.158 0.890
H 7.399 0.443 2.661
H 6.980 -0.080 4.468
H 6.770 1.507 3.787
H 4.220 1.580 2.951
H 5.432 1.408 1.609
H 3.133 -0.543 2.021
H 5.170 -1.221 0.760
H 4.714 -0.115 -0.498
H 3.599 -1.406 -0.122
H 1.997 0.874 0.411
H 2.534 1.665 1.709
C -6.789 -3.379 -4.686
O -5.639 -3.958 -4.103
C -4.899 -2.936 -3.335
C -3.937 -3.653 -2.312
C -3.301 -2.708 -1.208
N -3.025 -4.561 -2.963
H -7.433 -3.116 -3.847
H -7.366 -4.060 -5.312
H -6.519 -2.437 -5.163
H -4.286 -2.384 -4.048
H -5.562 -2.223 -2.847
H -4.495 -4.301 -1.635
H -4.077 -1.970 -1.005
H -2.402 -2.203 -1.561
H -3.048 -3.171 -0.255
H -2.427 -4.060 -3.605
H -3.624 -4.945 -3.680
C 2.268 -1.777 -4.000
O 0.906 -1.354 -3.935
C 0.007 -2.451 -3.926
C -0.363 -2.930 -5.340
C -1.294 -1.923 -6.074
N -0.959 -4.241 -5.178
H 2.418 -2.363 -4.906
H 2.489 -2.380 -3.119
H 3.031 -1.000 -3.980
H 0.301 -3.284 -3.288
H -0.898 -2.133 -3.407
H 0.529 -3.072 -5.952
H -1.508 -2.137 -7.121
H -0.806 -0.960 -6.224
H -2.235 -1.740 -5.555
H -1.298 -4.649 -6.038
H -0.198 -4.839 -4.893
*
```

## B
ORCA calculation (ωB97M-V/def2-TZVPD) on a cluster of 10 separate species, C40H110N10O10 in total.

HOMO-LUMO gap = 8.9757 eV

Structure (ORCA input):
```
! wB97M-V def2-TZVPD RIJCOSX def2/J DEFGRID3
* xyz 0 1
C 0.425 11.748 13.793
O 0.733 12.266 12.523
C 1.474 13.474 12.648
C 2.103 13.852 11.300
C 3.038 15.056 11.450
N 1.083 14.199 10.312
H -0.257 12.396 14.362
H 1.318 11.575 14.398
H -0.150 10.830 13.668
H 0.757 14.267 12.893
H 2.222 13.443 13.446
H 2.696 12.996 10.970
H 2.549 16.021 11.573
H 3.575 15.187 10.506
H 3.806 14.832 12.192
H 0.563 15.010 10.652
H 0.416 13.435 10.251
C -0.947 17.525 4.267
O -0.615 17.265 5.619
C 0.759 17.438 5.938
C 1.234 16.945 7.283
C 2.755 16.912 7.422
N 0.750 15.592 7.517
H -1.828 16.914 4.072
H -0.152 17.253 3.572
H -1.227 18.577 4.168
H 1.373 16.967 5.160
H 0.974 18.515 5.900
H 0.789 17.570 8.073
H 3.233 16.400 6.588
H 3.074 16.451 8.357
H 3.182 17.919 7.500
H 0.999 15.157 8.401
H -0.195 15.463 7.202
C -1.179 23.262 14.769
O -0.642 21.979 15.017
C 0.762 21.959 15.161
C 1.504 21.931 13.816
C 1.367 20.600 13.084
N 2.958 22.159 13.933
H -0.974 23.627 13.761
H -0.894 23.976 15.547
H -2.259 23.144 14.875
H 1.026 22.841 15.764
H 1.045 21.134 15.821
H 1.129 22.716 13.157
H 1.646 19.748 13.709
H 1.983 20.539 12.182
H 0.369 20.451 12.663
H 3.147 22.961 14.529
H 3.422 21.364 14.363
C -4.973 17.245 17.268
O -4.086 16.147 17.023
C -3.528 16.308 15.732
C -2.609 15.124 15.437
C -1.356 15.084 16.311
N -2.299 15.106 14.010
H -5.761 17.315 16.514
H -4.398 18.173 17.212
H -5.373 17.063 18.261
H -4.318 16.446 14.982
H -2.935 17.227 15.637
H -3.277 14.282 15.664
H -0.814 16.018 16.137
H -0.672 14.309 15.964
H -1.637 14.992 17.356
H -1.701 14.327 13.761
H -3.132 15.061 13.436
C 5.749 22.443 7.093
O 5.035 22.705 8.278
C 5.666 22.320 9.482
C 4.688 22.583 10.607
C 4.158 24.002 10.563
N 5.231 22.313 11.923
H 5.765 21.354 6.979
H 6.808 22.725 7.171
H 5.378 22.974 6.222
H 5.880 21.241 9.420
H 6.623 22.841 9.589
H 3.785 21.962 10.482
H 4.846 24.823 10.776
H 3.405 24.006 11.360
H 3.649 24.285 9.643
H 5.521 21.345 11.975
H 4.492 22.522 12.592
C -2.117 16.873 8.579
O -2.846 16.959 9.783
C -3.670 18.121 9.815
C -4.479 18.191 11.108
C -5.555 17.132 11.178
N -5.158 19.503 11.145
H -1.401 17.692 8.470
H -2.815 16.810 7.739
H -1.519 15.966 8.596
H -2.984 18.981 9.818
H -4.269 18.175 8.898
H -3.741 18.117 11.913
H -6.230 17.318 12.018
H -5.154 16.131 11.338
H -6.154 17.139 10.265
H -4.639 20.300 10.797
H -5.963 19.359 10.545
C 2.273 19.615 10.038
O 1.374 19.456 11.109
C 0.588 18.304 10.936
C -0.093 17.819 12.195
C 0.853 17.576 13.374
N -0.798 16.590 11.807
H 2.827 20.543 10.204
H 1.768 19.737 9.074
H 3.032 18.826 10.013
H -0.131 18.391 10.110
H 1.195 17.449 10.599
H -0.860 18.550 12.493
H 0.499 18.090 14.267
H 1.861 17.929 13.149
H 0.904 16.522 13.647
H -1.242 16.184 12.633
H -1.526 16.843 11.133
C 1.023 25.255 10.137
O 1.525 24.313 11.071
C 1.191 22.972 10.798
C -0.277 22.604 11.145
C -0.537 22.365 12.636
N -0.696 21.382 10.445
H -0.020 25.027 9.924
H 1.677 25.308 9.261
H 1.118 26.238 10.599
H 1.507 22.739 9.772
H 1.826 22.336 11.424
H -0.945 23.392 10.786
H -1.528 21.944 12.791
H -0.428 23.306 13.178
H 0.126 21.620 13.089
H -0.208 20.619 10.922
H -0.330 21.325 9.494
C -0.988 20.136 16.270
O -2.154 19.897 15.535
C -2.984 21.007 15.307
C -3.706 20.884 13.959
C -4.454 22.158 13.581
N -4.676 19.761 14.093
H -1.197 20.486 17.294
H -0.374 20.969 15.903
H -0.418 19.218 16.370
H -3.667 21.242 16.125
H -2.349 21.891 15.135
H -3.001 20.651 13.150
H -3.789 23.024 13.538
H -5.144 22.380 14.399
H -4.959 22.009 12.631
H -4.168 19.032 14.588
H -4.785 19.440 13.120
C -1.052 20.416 6.810
O -0.008 21.116 7.493
C 0.468 22.264 6.800
C 1.431 22.013 5.632
C 2.641 21.179 6.037
N 1.977 23.272 5.081
H -1.943 21.048 6.849
H -1.273 19.436 7.219
H -0.761 20.292 5.765
H -0.317 22.978 6.539
H 1.090 22.695 7.588
H 0.918 21.548 4.787
H 3.365 21.184 5.224
H 2.321 20.133 6.112
H 3.127 21.394 6.989
H 1.265 24.000 5.056
H 2.693 23.626 5.709
*
```

What should be chosen as the least stable of them? Choose B.